The following is a DFT calculation (ωB97M-V/def2-TZVPD) of C28H40AuBN8S2 as an isolated structure.

Calculated values
frontier orbital gap	6.7	eV
electronic energy	-2485.9464	hartree
energy relative to the best compared isomer or geometry (same formula, charge and spin)	17.98	kJ/mol
highest occupied orbital energy	-8.01	eV

Last column: Mulliken charge in e.
CARTESIAN COORDINATES (ANGSTROEM)
Au (0.82372, -0.03582, -0.92247)  0.313
C (-3.57557, 2.35961, 1.35263)  -1.513
C (-2.54270, 2.19911, 0.28837)  0.438
C (-2.49296, 2.79489, -0.95446)  -0.978
C (-1.32135, 2.31594, -1.56019)  -0.531
N (-0.71608, 1.47525, -0.72668)  -0.193
N (-1.46147, 1.41107, 0.40962)  0.722
B (-1.04169, 0.56802, 1.63677)  -0.840
N (-1.01970, -0.94012, 1.22223)  1.882
N (-1.81737, -1.35376, 0.21309)  -0.782
C (-1.66644, -2.66580, 0.13239)  -0.222
C (-0.77179, -3.12665, 1.11463)  -0.095
C (-0.37807, -1.98441, 1.79134)  -0.124
C (0.55242, -1.87553, 2.95323)  -1.475
C (-2.46410, -3.42702, -0.90138)  2.452
C (-3.86729, -3.72177, -0.35531)  -1.938
C (-1.81983, -4.78903, -1.18023)  -1.541
C (-2.56711, -2.61406, -2.19582)  -1.890
N (0.33898, 1.01922, 2.13263)  0.832
N (1.40385, 0.99050, 1.29722)  0.446
C (2.40748, 1.59119, 1.91534)  -0.865
C (1.99148, 2.01235, 3.19384)  -0.953
C (0.66726, 1.63258, 3.29060)  0.377
C (-0.26928, 1.79200, 4.44138)  -1.518
C (3.73103, 1.81992, 1.22334)  2.320
C (4.68694, 2.56501, 2.15457)  -2.325
C (4.35465, 0.48508, 0.81049)  -1.276
C (3.48445, 2.66653, -0.03256)  -1.338
C (-0.83424, 2.70024, -2.94053)  2.461
C (0.56309, 2.18085, -3.26436)  -1.637
C (-0.81271, 4.23316, -3.03028)  -1.737
C (-1.82450, 2.14579, -3.97404)  -1.657
H (-4.37342, 3.00233, 0.98410)  0.401
H (-3.15696, 2.81363, 2.25137)  0.200
H (-4.00330, 1.39826, 1.63583)  0.297
H (-3.20776, 3.49083, -1.36007)  0.514
H (-1.84323, 0.75019, 2.51156)  -0.147
H (-0.43703, -4.12853, 1.33544)  0.461
H (0.92602, -2.86622, 3.20888)  0.426
H (0.04091, -1.46634, 3.82754)  0.239
H (1.40420, -1.23323, 2.72966)  0.109
H (-3.81662, -4.32757, 0.55150)  0.410
H (-4.48193, -4.24197, -1.09471)  0.466
H (-4.34840, -2.77828, -0.10202)  0.374
H (-1.55452, -5.31482, -0.26565)  0.333
H (-0.70772, -4.54455, -3.00157)  0.348
H (-2.49067, -5.41613, -1.76725)  0.425
H (-3.09626, -1.68498, -1.99309)  0.458
H (-3.11226, -3.16769, -2.96737)  0.376
H (-1.57925, -2.32817, -2.56607)  0.306
H (2.56614, 2.52552, 3.94592)  0.628
H (0.19243, 2.41912, 5.20223)  0.400
H (-0.50299, 0.82624, 4.89399)  0.230
H (-1.21245, 2.24687, 4.14146)  0.169
H (4.89241, 1.98524, 3.05687)  0.437
H (4.27758, 3.53216, 2.45251)  0.411
H (5.63612, 2.74090, 1.64493)  0.417
H (4.52503, -0.15554, 1.67788)  0.370
H (5.31319, 0.65662, 0.31403)  0.399
H (3.69854, -0.05252, 0.12565)  0.020
H (3.00340, 3.61352, 0.22122)  0.377
H (2.83746, 2.13329, -0.73148)  -0.025
H (4.43173, 2.87988, -0.53423)  0.464
H (1.29627, 2.51767, -2.52920)  0.153
H (0.86639, 2.56020, -4.24288)  0.472
H (0.59184, 1.09141, -3.30323)  0.211
H (-0.11895, 4.65187, -2.29931)  0.369
H (-1.79914, 4.65824, -2.84267)  0.322
H (-0.49260, 4.54422, -4.02708)  0.456
H (-1.86086, 1.05559, -3.92263)  0.262
H (-1.51888, 2.43418, -4.98248)  0.449
H (-2.83188, 2.52647, -3.79914)  0.341
S (1.56570, -1.96769, -1.87197)  -0.376
C (2.18914, -3.05070, -0.68898)  0.674
S (2.99985, -2.85931, 0.69902)  -0.155
C (1.77684, -4.45635, -1.05908)  0.066
C (2.57351, -5.62175, -0.80671)  -0.121
N (3.19245, -6.57010, -0.62171)  -0.398
C (0.58770, -4.57057, -1.56590)  0.125
N (-0.57886, -4.67577, -2.00048)  0.041

---

The following is a DFT calculation (ωB97M-V/def2-TZVPD) of C28H40B2MnO31 as an isolated structure in a non-equilibrium geometry.

Calculated values
frontier orbital gap (spin up / spin down)	9.6 / 9.6	eV
electronic energy	-4624.7032	hartree
expectation value of S²	8.7517
spin multiplicity	6
energy relative to the best compared isomer or geometry (same formula, charge and spin)	53.44	kJ/mol
highest occupied orbital energy (spin up / spin down)	-9.60 / -9.60	eV

Last column: Mulliken spin population.
CARTESIAN COORDINATES (ANGSTROEM)
Mn (0.26570, -0.19282, -0.01197)  4.795
O (2.33706, -8.19553, -2.80730)  0.000
C (2.70053, -7.12801, -2.43130)  0.000
O (2.12188, -6.39456, -1.48033)  0.000
B (2.84777, -5.14861, -1.27454)  0.002
O (3.95282, -5.18748, -2.24045)  0.000
C (3.94005, -6.33302, -2.91465)  0.000
O (4.69075, -6.66519, -3.77252)  0.000
O (3.30484, -5.01471, 0.12200)  0.000
C (2.75311, -3.96335, 0.68191)  0.001
O (2.84135, -3.60231, 1.82198)  0.000
C (1.93176, -3.24859, -0.40544)  0.017
O (1.99241, -3.94256, -1.50377)  0.002
O (1.36473, -2.19729, -0.25388)  0.019
O (0.06927, 2.15364, 1.27253)  0.044
C (-0.41848, 3.14256, 1.75008)  -0.021
O (-0.83499, 3.28209, 2.98188)  -0.002
B (-1.55481, 4.57468, 3.12341)  0.000
O (-1.30025, 5.26268, 1.81653)  0.000
C (-0.81279, 4.40881, 0.96028)  0.001
O (-0.70291, 4.53203, -0.22864)  0.000
O (-2.97913, 4.35914, 3.37559)  0.000
C (-3.31555, 4.98388, 4.50979)  0.000
O (-4.39551, 4.98067, 5.01154)  0.000
C (-2.03267, 5.63868, 5.08386)  0.000
O (-1.05411, 5.40818, 4.20744)  0.000
O (-1.96030, 6.25568, 6.09508)  0.000
C (3.71220, 4.68734, 0.72143)  0.000
C (4.24500, 3.27672, 0.92825)  0.000
O (3.29783, 2.38535, 0.32975)  -0.001
C (3.21454, 1.12537, 0.66676)  0.027
O (2.28964, 0.43078, 0.30340)  0.044
O (4.24040, 0.68743, 1.37266)  0.003
C (4.32688, -0.72707, 1.55905)  0.001
H (3.78302, 4.93902, -0.34238)  0.000
H (4.27551, 5.43626, 1.26594)  0.000
H (2.64648, 4.65838, 0.94733)  0.000
H (4.23663, 3.07746, 2.00239)  0.000
H (5.25457, 3.15314, 0.54266)  0.000
H (5.31519, -0.94722, 1.95092)  0.000
H (4.19112, -1.25471, 0.61838)  -0.001
H (3.58793, -1.08187, 2.27225)  0.000
C (-4.45684, 3.93331, 0.61875)  0.000
C (-4.35848, 2.50750, 1.11738)  0.001
O (-3.24343, 1.87360, 0.46187)  0.002
C (-2.85576, 0.66702, 0.82253)  -0.023
O (-1.72235, 0.30658, 0.62394)  -0.025
O (-3.82587, -0.05871, 1.35617)  0.001
C (-3.52515, -1.39997, 1.73526)  0.003
H (-3.49675, 4.40782, 0.42793)  0.000
H (-4.87853, 4.54754, 1.42301)  0.000
H (-5.17261, 4.03241, -0.19470)  0.000
H (-5.29566, 1.98821, 0.90786)  0.000
H (-4.23415, 2.48009, 2.20100)  0.000
H (-4.02031, -2.08264, 1.04685)  0.000
H (-3.92549, -1.55133, 2.73619)  0.000
H (-2.46040, -1.62188, 1.76161)  -0.001
C (-1.59392, 0.91054, -5.85365)  0.000
C (-0.97098, 1.91714, -4.90918)  0.000
O (-1.09442, 1.38996, -3.57838)  0.000
C (-0.30245, 1.81459, -2.60960)  -0.013
O (-0.25309, 1.24744, -1.53980)  -0.006
O (0.36283, 2.90328, -2.91686)  0.002
C (1.42433, 3.30013, -2.04429)  -0.003
H (-1.79276, 1.34605, -6.82854)  0.000
H (-2.48019, 0.45857, -5.40720)  0.000
H (-0.92689, 0.05434, -6.00524)  0.000
H (-1.53940, 2.84764, -4.96591)  0.000
H (0.05319, 2.14923, -5.18617)  0.000
H (1.18926, 3.00466, -1.02517)  0.007
H (1.53380, 4.37810, -2.06725)  0.000
H (2.35039, 2.81654, -2.35735)  0.000
C (-1.47468, -3.58031, 3.91042)  0.000
C (-0.25250, -3.44559, 3.02012)  0.002
O (0.63765, -2.47931, 3.57305)  0.000
C (0.72950, -1.29720, 3.00371)  0.011
O (0.23522, -0.98845, 1.93768)  0.052
O (1.50751, -0.44781, 3.63704)  0.002
C (2.15233, -0.84475, 4.86313)  0.000
H (-1.99791, -2.62595, 3.97792)  0.000
H (-1.22400, -3.89776, 4.92258)  0.000
H (-2.12728, -4.35649, 3.50657)  0.000
H (-0.57220, -3.22208, 2.00311)  -0.004
H (0.26472, -4.40086, 2.95224)  0.000
H (1.43176, -0.78550, 5.67686)  0.000
H (2.98005, -0.16498, 5.02622)  0.000
H (2.51870, -1.86574, 4.78609)  0.000
C (0.63069, -4.07120, -5.02731)  0.000
C (-0.59050, -3.33194, -4.52700)  0.000
O (-0.21493, -2.58416, -3.34979)  -0.007
C (-1.07435, -1.87194, -2.67447)  0.025
O (-0.81139, -1.37392, -1.60593)  0.039
O (-2.25279, -1.72324, -3.28725)  0.001
C (-3.22477, -0.95514, -2.58880)  0.000
H (1.20394, -4.44392, -4.17848)  0.000
H (1.31525, -3.38713, -5.53606)  0.000
H (0.34818, -4.89466, -5.67499)  0.000
H (-1.30327, -4.10045, -4.20384)  0.000
H (-1.10790, -2.69163, -5.23707)  0.000
H (-4.00725, -0.72902, -3.31298)  0.000
H (-2.83222, -0.05540, -2.12856)  0.002
H (-3.74491, -1.56627, -1.84318)  0.000

---

The following is a DFT calculation (ωB97M-V/def2-TZVPD) of a 2-piece molecular cluster, C28H40BrCl2NO7P2S2 overall in a non-equilibrium geometry.

Calculated values
frontier orbital gap	2.7	eV
electronic energy	-6645.2342	hartree
total charge	-2
highest occupied orbital energy	-0.10	eV

Last column: Mulliken charge in e.
CARTESIAN COORDINATES (ANGSTROEM)
C (-5.49329, -1.03489, 3.43972)  -0.996
C (-5.04042, -0.96208, 1.85587)  -0.310
C (-3.46435, -1.47564, 1.62321)  -0.175
O (-2.83371, -0.45141, 0.79259)  -0.017
C (-1.41948, -0.66687, 0.53044)  -0.971
C (-0.82739, -2.12263, 1.10903)  -0.818
C (0.78940, -2.32537, 0.73110)  0.016
C (0.96727, -3.74602, -0.13407)  -0.941
Br (1.92516, -2.61530, 2.39979)  -0.180
O (-0.46691, 0.32028, 0.98604)  0.730
C (-0.96536, 1.53221, 1.58002)  0.400
P (-1.77229, 1.32913, 3.34002)  0.202
S (-2.10850, 3.19262, 3.93778)  -0.307
C (-1.81388, 2.55220, 0.60349)  0.060
C (-3.46472, 2.70616, 0.59140)  -0.049
C (-4.33552, 3.66734, -0.39216)  -0.367
N (-3.64457, 4.55269, -1.37189)  -0.545
C (-2.15614, 4.48576, -1.37744)  -0.277
C (-1.11299, 3.57318, -0.52169)  -0.158
P (0.65216, 2.56362, 1.97521)  -0.104
C (1.31452, 2.16759, 3.71765)  -0.540
C (1.84955, 0.63260, 3.93532)  -0.480
C (2.04168, 2.13383, 0.72663)  0.047
C (3.56126, 2.17384, 1.35322)  -0.734
C (-1.28379, -0.69417, -1.13880)  -0.346
S (-2.54397, 0.37689, -2.01459)  -0.153
O (-1.27147, -2.03921, -1.71330)  -0.191
C (-2.60256, -2.65294, -1.79384)  -0.102
C (-3.15631, -2.78611, -3.36710)  -0.301
Cl (-4.81650, -1.89900, -3.52127)  -0.182
C (-2.07957, -2.24492, -4.47919)  0.338
C (-0.81247, -3.26902, -4.75775)  -0.857
Cl (-2.96357, -2.04366, -6.13762)  -0.216
H (-5.47259, 0.05455, 3.87792)  0.249
H (-4.75613, -1.69478, 4.08497)  0.285
H (-6.54747, -1.55304, 3.49756)  0.298
H (-5.22261, 0.10823, 1.40631)  0.121
H (-5.77567, -1.69546, 1.26884)  0.388
H (-3.58110, -2.53698, 1.10032)  0.197
H (-3.02424, -1.56085, 2.72543)  0.238
H (-0.85058, -2.16179, 2.30207)  0.705
H (-1.38263, -3.05393, 0.67859)  0.145
H (1.20502, -1.45713, 0.04989)  0.239
H (-0.01536, -4.07754, -0.67607)  0.139
H (1.16875, -4.57309, 0.70296)  0.367
H (1.92634, -3.73814, -0.80747)  0.315
H (-3.07199, 0.71054, 3.30087)  -0.051
H (-0.93849, 0.61372, 4.26922)  0.159
H (-4.07563, 2.02237, 1.34888)  0.035
H (-5.52330, 3.66458, -0.31528)  0.271
H (-1.62718, 5.23358, -2.14664)  0.277
H (0.05975, 3.63828, -0.65024)  0.022
H (2.26551, 2.87116, 3.88095)  0.370
H (0.58947, 2.40982, 4.60462)  0.499
H (2.80027, 0.34293, 3.31763)  0.154
H (1.02815, -0.18651, 3.78444)  -0.052
H (2.17424, 0.55784, 5.08190)  0.343
H (2.05488, 2.88329, -0.20248)  0.336
H (1.92300, 1.05380, 0.23194)  -0.061
H (3.70807, 2.91461, 2.24691)  0.165
H (4.26969, 2.53537, 0.46355)  0.188
H (3.91498, 1.06437, 1.58678)  0.142
H (-0.21673, -0.21608, -1.38059)  0.374
H (-1.90419, 1.29490, -2.89411)  0.170
H (-3.40683, -2.20508, -1.06691)  -0.143
H (-2.46083, -3.78663, -1.44523)  0.297
H (-3.38211, -3.91174, -3.62731)  0.431
H (-1.61375, -1.19540, -4.25340)  0.086
H (-0.64511, -3.27029, -5.93477)  0.362
H (0.15353, -2.81628, -4.22579)  0.191
H (-1.10213, -4.32984, -4.35755)  0.241
C (6.55112, -0.25141, -2.29146)  -0.706
C (6.25148, 0.23506, -1.07483)  0.438
C (6.94861, 1.55570, -0.76227)  0.666
O (6.76300, 2.21536, 0.26529)  -0.760
C (7.92209, 2.08843, -1.75162)  -0.752
C (8.23175, 1.59464, -2.96344)  0.297
C (7.45358, 0.33086, -3.31992)  0.501
O (7.52563, -0.24759, -4.40863)  -0.733
O (9.06318, 2.05023, -3.80773)  -0.838
O (5.47984, -0.26376, -0.19909)  -0.808
H (6.09472, -1.18252, -2.60840)  0.380
H (8.41870, 2.99098, -1.41445)  0.348